Entry 1:
# C15H11BF4N2O7S2W

C15H11BF4N2O7S2W as an isolated structure (the ωB97M-V functional and the def2-TZVPD basis, the OMol25 dataset).

multiplicity	1
E_HOMO	-15.58	eV
lowest unoccupied orbital energy	-9.6	eV
charge	+2
orbital gap	5.982	eV

Last column: Löwdin charge in e.
Positions of all 43 atoms, in Å:
W (-0.11936, -0.59993, -0.71379)  2.09
O (1.64814, -0.67153, -0.80569)  -0.17
C (2.80694, -0.74993, -0.10429)  -0.21
C (4.04254, -0.70113, -0.73879)  0.05
C (5.20614, -0.77943, 0.00771)  0.00
C (5.14244, -0.89803, 1.39151)  -0.01
C (3.92374, -0.93923, 2.03731)  0.02
C (2.72504, -0.87863, 1.30811)  -0.05
C (1.42934, -1.03423, 1.93501)  -0.18
N (0.27334, -1.25953, 1.25581)  -0.05
C (-0.70046, -1.47693, 2.22071)  -0.06
C (-0.13446, -1.38253, 3.45291)  0.01
N (1.18554, -1.10183, 3.25571)  0.18
H (4.05954, -0.60493, -1.81489)  0.14
H (6.16414, -0.75313, -0.48709)  0.13
H (6.04974, -0.95863, 1.96971)  0.13
H (3.90224, -1.04663, 3.11011)  0.12
H (-1.71916, -1.69723, 1.94041)  0.13
H (-0.55366, -1.51953, 4.43021)  0.15
H (1.85954, -0.94513, 3.99231)  0.19
O (-3.49076, -0.87153, -2.41419)  -0.12
S (-2.54226, -0.18763, -1.63519)  0.67
O (-1.21036, 0.12687, -2.23779)  -0.36
O (-2.05716, -0.95923, -0.42309)  -0.38
C (-3.08126, 1.47377, -1.28249)  -0.22
C (-4.39746, 1.81167, -1.56309)  0.01
C (-4.76296, 3.15117, -1.66099)  0.01
C (-3.81136, 4.14707, -1.50689)  0.01
C (-2.50116, 3.81137, -1.18259)  0.00
C (-2.13296, 2.47887, -1.09359)  -0.22
S (-0.49596, 2.13507, -0.45309)  0.67
O (0.50344, 1.47847, -1.33479)  -0.30
O (-0.02496, 3.27757, 0.22791)  -0.16
O (-0.79496, 0.92437, 0.44041)  -0.40
H (-5.11286, 1.01947, -1.72499)  0.14
H (-5.78656, 3.41727, -1.88219)  0.14
H (-4.08656, 5.18187, -1.64099)  0.14
H (-1.75726, 4.57087, -1.00239)  0.13
F (0.06294, -4.77933, -1.63549)  0.38
B (0.12394, -3.75203, -0.88769)  -0.96
F (-0.18216, -2.01733, -2.03289)  -0.24
F (-0.91296, -3.27453, -0.19719)  0.22
F (1.26044, -3.16603, -0.51989)  0.23


Entry 2:
# CH33N2O14

A 15-piece molecular cluster, CH33N2O14 overall (the ωB97M-V functional and the def2-TZVPD basis, the OMol25 dataset).

multiplicity	1
E_HOMO	-13.56	eV
lowest unoccupied orbital energy	-2.7	eV
charge	+1
orbital gap	10.850	eV

Last column: Löwdin charge in e.
Positions of all 50 atoms, in Å:
N (0.27893, -0.61942, -1.13132)  0.17
C (1.07387, -0.87011, -2.15315)  -0.20
N (2.38122, -0.95383, -1.92537)  0.20
H (0.54360, -0.41502, -0.15036)  0.10
H (-0.69128, -0.52218, -1.26982)  0.07
H (0.69925, -0.95259, -3.17244)  0.12
H (2.97044, -1.31099, -2.65650)  0.13
H (2.69227, -0.88215, -0.97648)  0.06
H (-1.45630, -0.99746, 4.31518)  0.06
H (-0.17481, -0.79473, 3.49434)  0.03
O (-0.98996, -0.36697, 3.76674)  -0.03
H (-3.14171, 2.27011, -1.56557)  0.07
H (-1.54765, 2.02863, -1.80857)  0.00
O (-2.39518, 1.67837, -1.50949)  -0.05
H (-1.58925, 1.78136, 1.94439)  0.08
H (-1.07332, 1.91692, 3.52311)  0.06
O (-1.12832, 2.32096, 2.65019)  -0.07
H (-0.46664, 0.94512, -4.27357)  0.07
H (-1.71827, 0.47869, -3.52027)  0.05
O (-0.80199, 0.22644, -3.73250)  -0.06
H (3.44794, 2.74558, 0.47117)  0.08
H (3.26000, 1.47851, -0.07937)  0.01
O (2.92403, 2.36281, -0.26080)  -0.05
H (-3.29103, 0.54209, -0.36574)  0.00
H (-3.96865, 0.65554, 0.88701)  0.06
O (-3.43516, 0.00252, 0.42874)  -0.06
H (0.38788, 3.63815, -2.06035)  0.07
H (0.54857, 2.40088, -1.19329)  0.02
O (0.13649, 2.71276, -2.03877)  -0.07
H (-0.91938, -3.01997, -1.67468)  0.04
H (-0.90394, -2.61100, -3.09857)  0.09
O (-0.25345, -2.76624, -2.35766)  -0.08
H (1.56906, -2.64297, 2.38529)  -0.02
H (2.28327, -1.80372, 3.37954)  0.05
O (2.44632, -2.58298, 2.81973)  -0.07
H (2.90328, -1.48504, 1.02364)  0.06
H (2.03032, -0.35566, 1.16445)  0.00
O (2.96224, -0.50716, 0.88059)  -0.09
H (-2.74207, -3.01430, 0.35941)  0.07
H (-2.38225, -1.45406, -0.14944)  0.00
O (-2.16201, -2.38018, -0.04639)  -0.04
H (0.19147, 3.46425, 1.45550)  0.10
H (-0.78459, 3.17159, 0.52228)  0.07
O (0.18647, 3.34563, 0.45150)  -0.11
H (-0.49641, -3.12186, 0.99996)  0.00
H (0.48351, -4.19207, 0.99538)  0.10
O (0.19498, -3.44693, 1.58158)  -0.05
H (1.00732, 1.64855, 0.58730)  0.06
H (0.15531, 1.36259, 1.84368)  0.00
O (0.75560, 0.89156, 1.23977)  -0.12


Entry 3:
# C6H13O4Sm

C6H13O4Sm as an isolated structure (the ωB97M-V functional and the def2-TZVPD basis, the OMol25 dataset).

multiplicity	7
E_HOMO (alpha / beta)	-11.63 / -12.34	eV
lowest unoccupied orbital energy (alpha / beta)	-4.3 / -4.3	eV
charge	+1
expectation value of S²	12.008
orbital gap (alpha / beta)	7.350 / 8.073	eV

Last column: Löwdin charge in e.
Positions of all 24 atoms, in Å:
C (-3.26134, -1.94609, -1.32240)  -0.14
O (-3.88529, -1.60843, -0.11066)  -0.21
H (-2.81964, -2.94880, -1.21543)  0.09
H (-3.97362, -1.96064, -2.16585)  0.09
H (-2.46447, -1.22136, -1.56957)  0.09
O (-0.70530, 2.74815, 1.75659)  -0.12
C (-0.60698, 1.92173, 2.65535)  -0.19
C (-1.82975, 1.28713, 3.23899)  -0.36
O (-2.98998, 1.79216, 2.72244)  -0.42
C (-3.66898, -0.19496, 0.45594)  -0.10
C (-4.29330, 0.89060, -0.39836)  -0.19
O (-3.41168, 2.00266, -0.55970)  -0.35
C (-3.44825, 2.55269, -1.87046)  -0.08
Sm (-2.94276, 3.71284, 1.41537)  1.63
H (0.37949, 1.47717, 2.88843)  0.15
H (-1.71552, 1.35446, 4.34467)  0.14
H (-1.71311, 0.19968, 3.01613)  0.14
H (-4.27585, -0.27858, 1.36963)  0.13
H (-2.56862, -0.07723, 0.46414)  0.13
H (-5.22924, 1.24149, 0.06629)  0.14
H (-4.53561, 0.48449, -1.39334)  0.13
H (-2.79344, 3.42884, -1.88160)  0.09
H (-3.08460, 1.80486, -2.59059)  0.11
H (-4.47383, 2.85550, -2.12932)  0.11


Entry 4:
# C37H41CaN16O5

C37H41CaN16O5 as an isolated structure (the ωB97M-V functional and the def2-TZVPD basis, the OMol25 dataset).

multiplicity	1
E_HOMO	-3.72	eV
lowest unoccupied orbital energy	2.2	eV
charge	-1
orbital gap	5.924	eV

Last column: Löwdin charge in e.
Positions of all 100 atoms, in Å:
Ca (-0.43705, 1.28524, 1.02682)  1.32
N (0.35151, -0.81181, 2.07363)  -0.04
C (1.59465, -1.11823, 1.31277)  -0.20
C (1.42527, -0.78113, -0.18480)  -0.65
O (1.74668, -1.62209, -1.01213)  -0.01
O (0.95603, 0.40079, -0.40923)  -0.20
H (0.46221, -0.98406, 3.06420)  0.08
H (-0.38009, -1.44797, 1.75341)  0.04
H (1.89363, -2.16359, 1.38256)  0.11
H (2.39699, -0.48194, 1.68860)  0.11
N (-2.64259, 2.62026, 2.22179)  -0.01
N (-3.74379, 2.21133, 1.42789)  -0.03
C (-3.61018, 0.97634, 0.74012)  -0.76
O (-4.64263, 0.42077, 0.36627)  -0.01
O (-2.40797, 0.58948, 0.58640)  -0.25
H (-2.64303, 2.12913, 3.11339)  0.07
H (-2.71786, 3.61447, 2.38426)  0.08
H (-4.66083, 2.30118, 1.84337)  0.11
C (0.44820, -4.56890, -2.34355)  -0.08
N (0.18553, -3.60181, -1.28966)  -0.11
C (0.76658, -3.52091, -0.08948)  -0.11
N (0.34398, -2.46185, 0.56673)  -0.08
C (-0.52524, -1.89842, -0.31506)  -0.20
N (-0.65517, -2.54498, -1.46050)  0.16
C (1.80617, -4.35675, -2.95568)  -0.19
C (2.69164, -5.41139, -3.12168)  -0.04
C (3.96177, -5.18868, -3.64813)  -0.08
C (4.34846, -3.90965, -4.00787)  -0.02
C (3.44834, -2.85669, -3.85794)  -0.12
C (2.18965, -3.07835, -3.33529)  0.03
C (3.84906, -1.49877, -4.23934)  -0.30
N (4.98347, -1.06579, -4.64464)  0.13
N (4.81277, 0.32624, -4.82757)  0.13
C (3.58325, 0.56231, -4.55024)  -0.30
O (2.89567, -0.54132, -4.18910)  0.14
C (2.85981, 1.83842, -4.57294)  -0.12
C (3.59488, 3.00755, -4.71532)  -0.01
C (2.94284, 4.22860, -4.72274)  -0.06
C (1.56517, 4.27833, -4.59500)  -0.03
C (0.81777, 3.11220, -4.45972)  -0.20
C (-0.67025, 3.22122, -4.20764)  -0.07
N (-0.97575, 3.39419, -2.78254)  -0.11
C (-0.58714, 2.58610, -1.80344)  -0.13
N (-0.91665, 3.10037, -0.62893)  0.03
C (-1.53498, 4.25766, -0.97738)  -0.21
N (-1.61418, 4.47790, -2.27377)  0.11
C (1.47282, 1.88614, -4.44534)  0.03
H (-0.35268, -4.45010, -3.07160)  0.13
H (0.37243, -5.57348, -1.92597)  0.12
H (1.49386, -4.24523, 0.24736)  0.15
H (-1.06954, -0.98797, -0.10300)  0.10
H (2.39994, -6.41025, -2.81519)  0.11
H (4.65570, -6.01247, -3.75662)  0.10
H (5.33549, -3.71073, -4.40373)  0.11
H (1.51910, -2.24421, -3.16808)  0.12
H (4.67271, 2.95266, -4.78712)  0.12
H (3.51739, 5.14110, -4.81083)  0.11
H (1.05722, 5.23658, -4.58846)  0.11
H (-1.22416, 2.35391, -4.56643)  0.13
H (-1.06157, 4.10692, -4.70339)  0.12
H (-0.04938, 1.65892, -1.95081)  0.12
H (-1.95205, 4.94275, -0.25731)  0.11
H (0.90827, 0.96905, -4.32411)  0.13
C (0.62927, 2.60217, 3.06062)  -0.18
C (1.74434, 2.95148, 2.27543)  -0.39
C (1.69498, 3.99920, 1.30268)  -0.09
C (2.74448, 4.27250, 0.46125)  -0.07
C (3.93253, 3.53598, 0.51922)  -0.28
C (4.02914, 2.52097, 1.48153)  -0.06
C (2.98644, 2.23909, 2.32948)  -0.08
C (5.01610, 3.83078, -0.37761)  -0.23
N (5.88625, 4.06820, -1.09761)  0.10
H (-0.14244, 3.35732, 3.19154)  0.02
H (0.80164, 1.95897, 3.91986)  0.03
H (0.78456, 4.58158, 1.21756)  0.09
H (2.65081, 5.06942, -0.26788)  0.11
H (4.94648, 1.94789, 1.55250)  0.11
H (3.09622, 1.44919, 3.06470)  0.10
C (-3.24366, -2.23040, 2.72808)  -0.17
N (-3.15976, -0.99316, 3.51157)  -0.08
C (-4.51677, -0.43065, 3.60467)  -0.18
N (-5.45752, -1.35416, 4.25271)  -0.09
C (-5.47712, -2.58688, 3.45367)  -0.17
N (-4.15200, -3.20738, 3.35013)  -0.09
C (-3.67445, -3.48055, 4.70549)  -0.19
N (-3.60303, -2.27383, 5.54156)  -0.09
C (-2.71449, -1.31987, 4.86456)  -0.19
C (-4.94430, -1.68048, 5.58146)  -0.19
H (-2.24923, -2.67739, 2.65287)  0.12
H (-3.58621, -1.98777, 1.72481)  0.13
H (-4.87509, -0.20791, 2.59865)  0.10
H (-4.47136, 0.49476, 4.18750)  0.12
H (-5.83372, -2.35160, 2.45028)  0.13
H (-6.16497, -3.29803, 3.91787)  0.12
H (-2.67867, -3.92551, 4.64512)  0.12
H (-4.34706, -4.19832, 5.18139)  0.12
H (-1.71469, -1.75958, 4.81109)  0.12
H (-2.65771, -0.40240, 5.45521)  0.12
H (-4.90477, -0.76852, 6.18212)  0.12
H (-5.62635, -2.38367, 6.06565)  0.12


Calculated values (Eh/bohr) of strongest force on any atom for the records, taken in order: 0.067, 0.068, 0.064, 0.170.
Calculated values (eV) of DFT total energy for the records, taken in order: -68077.749, -33212.702, -32519.073, -91553.668.